No. 1
Entry from the Open Molecules 2025 dataset: C5H7NO in the gas phase at a distorted geometry (ωB97M-V with the def2-TZVPD basis set).

Last column: Löwdin charge in e.
Cartesian coordinates (Å):
C  1.0275  1.1627  1.1730  -0.0461
C  0.0056  0.3853  0.3503  -0.3808
C  -0.2507  -1.0287  0.6220  -0.0223
N  -0.6551  -1.5803  -0.4830  0.1585
C  -0.6349  -0.6635  -1.6780  -0.5006
O  -1.0457  -1.0768  -2.7571  -0.0227
C  -0.0906  0.4899  -1.1383  -0.0182
H  2.0540  0.9410  0.8597  0.0844
H  0.9417  0.9570  2.2477  0.0773
H  0.8587  2.2339  1.0276  0.0799
H  -0.1437  -1.5695  1.5587  0.1416
H  -1.0094  -2.5260  -0.5797  0.1650
H  -1.0105  0.8211  0.4172  0.1771
H  -0.0469  1.4540  -1.6202  0.1069

The LUMO energy (alpha / beta) is 0.06 / 0.06 eV. Its spin multiplicity is 1. As for the net charge: 0. For the energy relative to the best compared isomer or geometry (same formula, charge and spin), the calculation gives 46.27 kcal/mol. The calculation puts the HOMO energy (alpha / beta) at -7.29 / -7.29 eV. Its orbital gap (alpha / beta) is 7.4 / 7.4 eV.

No. 2
Entry from the Open Molecules 2025 dataset: C5H7NO in the gas phase (ωB97M-V with the def2-TZVPD basis set).

Last column: Löwdin charge in e.
Cartesian coordinates (Å):
C  -1.9388  0.2853  0.1882  -0.0277
C  -0.4513  0.1594  0.1245  -0.1956
C  0.5418  1.0720  0.4833  -0.0466
C  1.7893  0.4691  0.2569  -0.0928
N  1.6348  -0.7487  -0.2594  0.1036
C  0.1642  -1.1017  -0.4198  -0.5694
O  -0.2526  -2.2780  -0.4787  -0.0669
H  -2.2848  1.3244  0.1373  0.0820
H  -2.2915  -0.1554  1.1330  0.0989
H  -2.4068  -0.2962  -0.6146  0.0931
H  0.0123  -0.4020  -1.4221  0.2294
H  0.3896  2.1014  0.7958  0.1081
H  2.7705  0.9312  0.3649  0.1272
H  2.3744  -1.4122  -0.4642  0.1567

The LUMO energy is 0.24 eV. Its spin multiplicity is 1. As for the net charge: 0. For the energy relative to the best compared isomer or geometry (same formula, charge and spin), the calculation gives 54.67 kcal/mol. The calculation puts the HOMO energy at -8.07 eV. Its orbital gap is 8.3 eV.